Density functional theory data (ωB97M-V with the def2-TZVPD basis set) for a structure of composition C4H4MgO5Rb.

CARTESIAN COORDINATES (ANGSTROEM)
1 O 0.81883 -0.29744 0.90857
2 C 1.55805 0.70327 1.24278
3 O 1.27010 1.49875 2.12641
4 O 2.72624 0.67967 0.57965
5 C 4.02185 0.65582 1.21650
6 C 4.81612 -0.51819 0.69085
7 H 3.88252 0.56769 2.30089
8 H 4.49537 1.61175 0.96339
9 H 4.53805 -1.48932 1.11947
10 H 5.80180 -0.44364 1.17072
11 O 5.39235 -0.44957 -0.85952
12 O 3.58273 -1.49915 -1.54959
13 C 4.66825 -0.94474 -1.83936
14 Rb -2.62182 1.03895 2.77427
15 Mg 2.02378 -1.23706 -0.41712

* multiplicity: 1
* HOMO level: -0.3639 hartree
* total charge: +1

Atomic partial charges in e from the Löwdin method, atoms 1 to 4: -0.105, -0.758, 0.082, -0.076